# 1
Computed, not measured: C43H34F4N7O7PS2Ti as an isolated structure, with the ωB97M-V functional and the def2-TZVPD basis.

Cartesian coordinates (Å):
Ti (0.557, 1.490, 0.613)
C (0.039, -3.786, 2.865)
C (1.499, -3.942, 3.290)
C (1.523, -4.408, 4.754)
C (2.154, -5.003, 2.393)
C (2.289, -2.647, 3.153)
C (3.598, -2.614, 3.644)
C (4.384, -1.482, 3.541)
C (3.858, -0.371, 2.916)
S (4.645, 1.158, 2.635)
C (3.178, 1.705, 1.817)
N (2.197, 0.806, 1.774)
C (2.551, -0.366, 2.385)
C (1.771, -1.521, 2.533)
C (3.020, 2.996, 1.254)
C (3.981, 4.014, 1.363)
C (3.709, 5.260, 0.849)
C (2.482, 5.499, 0.243)
C (1.542, 4.481, 0.119)
C (1.783, 3.195, 0.593)
H (-0.484, -4.733, 3.003)
H (-0.030, -3.504, 1.819)
H (-0.461, -3.029, 3.465)
H (0.910, -5.300, 4.875)
H (1.131, -3.626, 5.402)
H (2.529, -4.652, 5.086)
H (1.619, -5.947, 2.476)
H (3.192, -5.172, 2.673)
H (2.128, -4.678, 1.355)
H (4.028, -3.490, 4.107)
H (5.392, -1.466, 3.929)
H (0.775, -1.506, 2.123)
H (4.919, 3.806, 1.862)
H (4.442, 6.053, 0.918)
H (2.259, 6.483, -0.145)
H (0.598, 4.714, -0.367)
O (2.340, -0.738, -5.937)
C (2.410, 0.446, -5.625)
O (2.677, 1.462, -6.262)
C (2.105, 0.729, -4.096)
C (2.154, 2.037, -3.622)
C (1.882, 2.288, -2.292)
N (1.547, 1.331, -1.423)
C (1.509, 0.069, -1.883)
C (1.787, -0.277, -3.200)
C (1.050, -0.929, -0.848)
O (1.151, -2.135, -1.021)
O (0.546, -0.350, 0.177)
H (2.399, 2.838, -4.302)
H (1.935, 3.301, -1.911)
H (1.729, -1.311, -3.508)
F (-2.075, 2.811, -5.816)
C (-2.043, 1.604, -5.218)
C (-2.394, 0.501, -5.959)
F (-2.732, 0.691, -7.249)
C (-2.472, -0.798, -5.405)
C (-2.094, -0.879, -4.045)
C (-1.716, 0.222, -3.319)
F (-1.380, 0.051, -2.008)
C (-1.699, 1.524, -3.856)
C (-1.397, 2.671, -3.057)
C (-1.086, 2.541, -1.729)
N (-0.842, 2.450, -0.592)
C (-1.369, 3.984, -3.541)
N (-1.340, 5.090, -3.861)
F (-2.121, -2.075, -3.427)
C (-2.933, -1.925, -6.129)
C (-3.184, -3.170, -5.551)
N (-3.465, -4.215, -5.148)
C (-3.254, -1.908, -7.487)
N (-3.556, -1.989, -8.598)
C (-1.919, -3.258, -0.484)
C (-2.844, -2.248, 0.175)
O (-2.175, -1.514, 1.193)
P (-1.817, 0.053, 0.989)
O (-3.337, 0.599, 1.432)
C (-3.761, 1.891, 1.035)
C (-5.170, 2.112, 1.569)
O (-1.002, 0.207, 2.388)
C (-1.587, -0.100, 3.651)
C (-0.683, 0.453, 4.742)
H (-2.415, -3.711, -1.338)
H (-1.641, -4.036, 0.222)
H (-1.013, -2.766, -0.829)
H (-3.676, -2.759, 0.675)
H (-3.256, -1.567, -0.574)
H (-3.759, 1.958, -0.060)
H (-3.074, 2.655, 1.419)
H (-5.803, 1.272, 1.291)
H (-5.583, 3.029, 1.158)
H (-5.153, 2.186, 2.653)
H (-1.694, -1.187, 3.748)
H (-2.583, 0.352, 3.708)
H (0.314, 0.029, 4.642)
H (-1.087, 0.202, 5.722)
H (-0.611, 1.533, 4.645)
S (-1.508, 4.263, 3.843)
C (-0.759, 3.341, 2.788)
N (-0.186, 2.649, 2.030)

Calculated values
LUMO (spin up / spin down) in eV: 3.41 / 1.46
Multiplicity: 3
Net charge: -2
HOMO (spin up / spin down) in Eh: -0.0930 / -0.1365

=====

# 2
Computed, not measured: C3H3CsO2 as an isolated structure, with the ωB97M-V functional and the def2-TZVPD basis.

Cartesian coordinates (Å):
O (-1.510, -0.368, -0.661)
Cs (-2.341, 1.823, -3.108)
O (-0.376, -1.200, 2.454)
C (-0.307, -0.915, 1.288)
C (-0.668, -0.057, 0.288)
C (1.005, 0.084, 0.035)
H (1.275, -0.485, -0.870)
H (1.804, -0.035, 0.781)
H (1.117, 1.153, -0.208)

Calculated values
LUMO in eV: -1.22
Net charge: 0
HOMO in Eh: -0.1914

=====

Summary of strongest force on any atom in eV/Å
2.66, 4.20
(order as listed above)